# 1
{"formula": "C2H10N2", "method": "wB97M-V/def2-TZVPD", "symbols": ["N", "C", "H", "H", "H", "H", "H", "N", "C", "H", "H", "H", "H", "H"], "positions_angstrom": [[-2.30, 0.58, -2.60], [-1.46, -0.44, -2.08], [-3.30, 0.38, -2.49], [-2.11, 1.40, -2.01], [-0.42, -0.36, -2.42], [-1.86, -1.43, -2.39], [-1.48, -0.39, -0.97], [2.53, 0.22, 2.73], [1.54, -0.30, 1.77], [3.03, 1.05, 2.38], [2.00, 0.54, 3.55], [1.02, -1.21, 2.12], [2.03, -0.53, 0.81], [0.79, 0.49, 1.60]], "smiles": "CN.CN", "de_lowest_kj_mol": 72.8, "total_charge": 0, "total_energy_ev": -5215.597, "homo_ev": -9.2}

=====

# 2
{"formula": "C38H76Cl2N4O4", "method": "wB97M-V/def2-TZVPD", "symbols": ["C", "C", "C", "C", "C", "C", "N", "O", "C", "C", "C", "H", "H", "H", "H", "H", "H", "H", "H", "H", "H", "H", "H", "H", "H", "H", "H", "H", "H", "C", "C", "C", "C", "C", "C", "N", "O", "C", "C", "C", "H", "H", "H", "H", "H", "H", "H", "H", "H", "H", "H", "H", "H", "H", "H", "H", "H", "H", "C", "C", "C", "C", "C", "C", "N", "O", "C", "C", "C", "H", "H", "H", "H", "H", "H", "H", "H", "H", "H", "H", "H", "H", "H", "H", "H", "H", "H", "C", "C", "C", "C", "C", "C", "N", "O", "C", "C", "C", "H", "H", "H", "H", "H", "H", "H", "H", "H", "H", "H", "H", "H", "H", "H", "H", "H", "H", "Cl", "C", "C", "Cl", "H", "H", "H", "H"], "positions_angstrom": [[-20.28, 15.10, 9.03], [-20.22, 16.46, 9.77], [-20.86, 17.48, 8.76], [-21.09, 18.90, 9.30], [-21.89, 18.80, 10.62], [-21.26, 17.89, 11.71], [-20.97, 16.56, 11.06], [-20.90, 15.37, 11.94], [-19.97, 18.60, 12.25], [-22.40, 17.80, 12.79], [-18.68, 16.79, 9.85], [-21.35, 14.96, 8.89], [-19.89, 14.31, 9.67], [-19.79, 15.11, 8.06], [-20.32, 17.61, 7.82], [-21.78, 17.01, 8.41], [-21.69, 19.60, 8.72], [-20.15, 19.44, 9.42], [-22.90, 18.52, 10.34], [-21.88, 19.84, 10.95], [-19.25, 18.91, 11.49], [-20.21, 19.44, 12.90], [-19.51, 17.93, 12.98], [-22.77, 18.75, 13.17], [-23.29, 17.24, 12.48], [-21.98, 17.33, 13.68], [-18.20, 16.37, 10.74], [-18.42, 17.84, 9.91], [-18.16, 16.23, 9.06], [-24.67, 12.42, 17.12], [-24.48, 12.43, 18.75], [-25.38, 11.29, 19.19], [-24.93, 9.91, 18.85], [-23.54, 9.63, 19.53], [-22.53, 10.79, 19.17], [-23.17, 12.13, 19.32], [-22.27, 13.30, 19.45], [-21.44, 10.39, 20.13], [-21.88, 10.64, 17.81], [-25.07, 13.66, 19.34], [-24.19, 11.56, 16.64], [-24.05, 13.21, 16.70], [-25.71, 12.40, 16.79], [-25.58, 11.31, 20.26], [-26.36, 11.34, 18.72], [-24.86, 9.68, 17.79], [-25.73, 9.31, 19.28], [-23.20, 8.70, 19.06], [-23.55, 9.31, 20.57], [-20.56, 11.03, 20.13], [-21.72, 10.40, 21.18], [-20.97, 9.43, 19.90], [-21.24, 11.51, 17.70], [-21.26, 9.75, 17.66], [-22.53, 10.65, 16.93], [-26.11, 13.48, 19.10], [-24.69, 14.56, 18.86], [-24.99, 13.71, 20.43], [-29.58, 9.93, 15.24], [-28.66, 10.31, 14.01], [-27.25, 10.14, 14.63], [-26.10, 10.24, 13.61], [-26.30, 9.19, 12.55], [-27.74, 9.09, 11.94], [-28.86, 9.35, 12.86], [-30.25, 8.98, 12.41], [-27.94, 9.96, 10.65], [-27.81, 7.64, 11.51], [-28.96, 11.79, 13.74], [-29.51, 8.87, 15.47], [-30.62, 9.93, 14.91], [-29.46, 10.61, 16.09], [-26.97, 10.96, 15.29], [-27.17, 9.20, 15.17], [-25.17, 10.19, 14.17], [-26.22, 11.24, 13.18], [-25.77, 8.27, 12.79], [-25.69, 9.64, 11.76], [-28.94, 9.86, 10.22], [-27.76, 11.00, 10.88], [-27.11, 9.94, 9.94], [-28.71, 7.32, 10.99], [-27.06, 7.38, 10.76], [-27.74, 6.97, 12.37], [-29.19, 12.43, 14.59], [-29.65, 11.91, 12.91], [-28.07, 12.14, 13.22], [-23.16, 11.64, 9.93], [-22.92, 10.86, 8.62], [-21.50, 11.18, 8.05], [-21.05, 10.22, 6.92], [-21.15, 8.79, 7.43], [-22.55, 8.39, 7.86], [-22.86, 9.39, 8.88], [-24.01, 8.91, 9.70], [-23.73, 8.32, 6.75], [-22.35, 6.97, 8.47], [-24.10, 11.35, 7.71], [-22.38, 11.34, 10.63], [-24.19, 11.48, 10.25], [-23.12, 12.73, 9.82], [-21.54, 12.11, 7.49], [-20.79, 11.52, 8.79], [-19.99, 10.34, 6.68], [-21.48, 10.44, 5.94], [-20.49, 8.54, 8.26], [-21.05, 8.19, 6.53], [-23.56, 8.89, 5.83], [-23.72, 7.30, 6.38], [-24.70, 8.60, 7.16], [-23.27, 6.55, 8.89], [-22.22, 6.28, 7.63], [-21.58, 6.84, 9.22], [-24.98, 10.93, 8.20], [-23.98, 11.03, 6.67], [-24.39, 12.40, 7.77], [-21.37, 12.02, 14.68], [-22.44, 12.24, 13.37], [-23.67, 13.17, 13.74], [-24.45, 13.90, 12.31], [-22.81, 11.31, 12.94], [-21.90, 12.72, 12.55], [-23.28, 14.02, 14.30], [-24.43, 12.59, 14.26]], "s_squared": 6.0228, "spin_multiplicity": 5, "total_charge": 0, "total_energy_ev": -79820.344, "homo_ev": [-8.8, -9.7]}

=====

# 3
{"formula": "C2H7N5", "method": "wB97M-V/def2-TZVPD", "symbols": ["C", "C", "H", "H", "H", "H", "H", "H", "H", "N", "N", "N", "N", "N"], "positions_angstrom": [[-1.39, -0.79, 1.15], [0.68, 0.35, -1.57], [1.45, -0.29, 2.13], [1.07, -0.85, 0.53], [-2.35, -0.97, 1.55], [-2.23, 0.17, -0.37], [-0.13, 1.52, 0.08], [0.19, -0.48, -2.40], [2.34, 0.89, -2.14], [0.77, -0.15, 1.30], [-0.50, -0.80, 2.03], [-1.25, -0.32, -0.33], [-0.42, 0.80, -0.63], [1.77, 0.91, -1.33]], "smiles": "[H]/N=C/NN/C=N\\N", "de_lowest_kj_mol": 478.8, "total_charge": 0, "total_energy_ev": -9633.076, "homo_ev": -8.8}

=====

# 4
{"formula": "C34H41BN8S3SbW", "method": "wB97M-V/def2-TZVPD", "symbols": ["W", "B", "N", "C", "C", "C", "N", "N", "C", "C", "C", "N", "H", "H", "H", "H", "H", "H", "H", "H", "S", "Sb", "S", "S", "N", "C", "C", "C", "C", "C", "C", "C", "H", "H", "H", "H", "C", "C", "C", "C", "C", "C", "C", "C", "N", "C", "C", "C", "C", "C", "C", "C", "C", "C", "C", "H", "H", "H", "H", "H", "H", "H", "H", "H", "H", "H", "H", "H", "H", "H", "H", "H", "H", "H", "H", "H", "H", "H", "H", "N", "C", "C", "C", "N", "H", "H", "H", "H", "H"], "positions_angstrom": [[0.18, 1.03, 0.58], [-3.07, 2.78, 0.61], [-1.75, 3.44, 1.06], [-1.64, 4.70, 1.51], [-0.32, 4.94, 1.82], [0.34, 3.77, 1.53], [-0.55, 2.86, 1.07], [-2.90, 1.32, 0.15], [-3.91, 0.53, -0.29], [-3.38, -0.70, -0.62], [-2.04, -0.60, -0.35], [-1.77, 0.64, 0.11], [-3.84, 2.80, 1.53], [-3.53, 3.42, -0.29], [-2.46, 5.41, 1.61], [0.11, 5.86, 2.20], [1.39, 3.57, 1.65], [-4.94, 0.83, -0.37], [-3.92, -1.56, -1.00], [-1.30, -1.38, -0.49], [-0.81, 2.12, 4.93], [0.57, 0.67, 4.59], [-0.70, -0.15, 2.51], [1.42, 1.87, 2.49], [5.37, 6.25, -1.10], [4.57, 5.45, -0.84], [3.58, 4.46, -0.52], [3.97, 3.24, 0.23], [3.04, 2.31, 0.53], [1.64, 2.50, 0.11], [1.28, 3.60, -0.58], [2.30, 4.63, -0.91], [5.00, 3.09, 0.54], [3.32, 1.42, 1.08], [0.25, 3.73, -0.89], [2.00, 5.51, -1.46], [-2.73, -1.85, -4.37], [-2.14, -0.88, -3.40], [-2.22, 0.50, -3.63], [-1.66, 1.38, -2.70], [-1.72, 2.87, -2.91], [-1.03, 0.87, -1.56], [-0.93, -0.51, -1.28], [-1.51, -1.36, -2.24], [-0.30, -0.84, -0.14], [-0.08, -2.22, 0.34], [0.69, -2.07, 1.70], [0.99, -3.44, 2.33], [-0.33, -4.18, 2.59], [-1.09, -4.36, 1.27], [-0.23, -5.17, 0.29], [1.11, -4.45, 0.03], [1.85, -4.26, 1.36], [0.83, -3.06, -0.59], [-1.40, -2.98, 0.67], [-3.19, -1.34, -5.23], [-3.50, -2.45, -3.88], [-1.95, -2.52, -4.76], [-2.70, 0.88, -4.52], [-2.23, 3.12, -3.84], [-0.71, 3.28, -2.96], [-2.26, 3.34, -2.09], [-0.60, 1.56, -0.84], [-1.47, -2.43, -2.10], [0.10, -1.47, 2.40], [1.63, -1.53, 1.54], [1.53, -3.30, 3.27], [-0.94, -3.61, 3.31], [-0.13, -5.16, 3.05], [-2.03, -4.89, 1.46], [-0.77, -5.31, -0.66], [-0.04, -6.17, 0.70], [1.72, -5.04, -0.65], [2.81, -3.76, 1.19], [2.08, -5.24, 1.80], [0.39, -3.22, -1.58], [1.78, -2.54, -0.77], [-2.01, -2.39, 1.37], [-2.02, -3.12, -0.21], [2.99, 0.08, 1.40], [4.03, -0.74, 1.07], [3.66, -1.39, -0.08], [2.37, -0.89, -0.36], [1.97, 0.01, 0.54], [2.91, 0.71, 2.19], [4.93, -0.79, 1.68], [4.23, -2.12, -0.63], [1.72, -1.14, -1.19], [0.07, 1.23, -1.15]], "s_squared": 0.7827, "spin_multiplicity": 2, "de_lowest_kj_mol": 776.5, "total_charge": -2, "total_energy_ev": -89361.524, "homo_ev": [0.0, 0.0]}

=====

# 5
{"formula": "C26H23Br2N4O4Y", "method": "wB97M-V/def2-TZVPD", "symbols": ["Y", "O", "N", "O", "C", "C", "C", "C", "C", "C", "N", "C", "C", "N", "C", "C", "C", "C", "H", "H", "H", "H", "H", "H", "H", "C", "C", "C", "C", "C", "C", "Br", "C", "C", "Br", "C", "O", "C", "N", "H", "H", "H", "H", "H", "H", "C", "C", "O", "C", "C", "H", "H", "H", "H", "H", "H", "H", "H", "H", "H"], "positions_angstrom": [[-0.56, -0.22, -0.89], [2.70, -1.43, 5.65], [3.38, -0.73, 4.94], [4.39, -0.15, 5.25], [2.95, -0.59, 3.53], [3.92, -0.53, 2.61], [3.59, -0.48, 1.22], [4.59, -0.47, 0.22], [4.22, -0.44, -1.10], [2.86, -0.41, -1.41], [1.90, -0.41, -0.49], [2.25, -0.47, 0.82], [1.21, -0.50, 1.82], [-0.08, -0.45, 1.41], [-1.06, -0.44, 2.31], [-0.81, -0.49, 3.68], [0.49, -0.54, 4.12], [1.55, -0.56, 3.19], [4.96, -0.54, 2.92], [5.63, -0.48, 0.50], [4.95, -0.43, -1.90], [2.54, -0.37, -2.45], [-2.07, -0.39, 1.93], [-1.64, -0.47, 4.38], [0.70, -0.57, 5.18], [1.51, 2.83, -1.35], [0.07, 3.20, -1.20], [-0.32, 4.55, -1.21], [-1.64, 4.88, -1.09], [-2.61, 3.88, -0.96], [-4.01, 4.12, -0.84], [-4.67, 5.87, -0.85], [-4.88, 3.07, -0.72], [-4.41, 1.74, -0.70], [-5.64, 0.34, -0.53], [-3.07, 1.47, -0.82], [-2.55, 0.24, -0.82], [-2.15, 2.54, -0.95], [-0.82, 2.21, -1.07], [2.13, 3.72, -1.51], [1.66, 2.17, -2.20], [1.88, 2.33, -0.45], [0.44, 5.31, -1.32], [-1.95, 5.92, -1.11], [-5.94, 3.25, -0.63], [0.98, -3.96, -2.30], [-0.21, -3.11, -2.69], [-0.78, -2.44, -1.52], [-1.76, -3.24, -0.79], [-3.13, -3.17, -1.41], [1.40, -4.42, -3.19], [0.68, -4.76, -1.63], [1.75, -3.36, -1.82], [-1.00, -3.68, -3.17], [0.07, -2.31, -3.39], [-1.76, -2.84, 0.23], [-1.36, -4.26, -0.74], [-3.51, -2.15, -1.44], [-3.82, -3.77, -0.81], [-3.15, -3.59, -2.42]], "de_lowest_kj_mol": 10.5, "total_charge": 2, "total_energy_ev": -182601.973, "homo_ev": -13.2}

=====

# 6
{"formula": "C4H6N2O2", "method": "wB97M-V/def2-TZVPD", "symbols": ["C", "C", "C", "C", "H", "H", "H", "H", "H", "H", "N", "N", "O", "O"], "positions_angstrom": [[-0.42, -0.71, 1.34], [-1.35, 0.14, 0.30], [0.54, 1.03, -1.05], [1.35, 1.17, 0.04], [1.21, -2.33, -0.32], [-1.09, -0.91, 2.33], [-1.49, 0.44, -1.79], [0.53, 1.37, -2.17], [0.84, 0.93, 1.12], [2.39, 1.53, -0.07], [0.28, -1.65, 1.06], [-0.76, 0.35, -1.02], [0.55, -1.59, -0.25], [-2.58, 0.23, 0.50]], "smiles": "C=CNC(=O)/C=N\\O", "de_lowest_kj_mol": 543.0, "total_charge": 0, "total_energy_ev": -11315.414, "homo_ev": -8.9}

=====

# 7
{"formula": "C4H7Cl2PS", "method": "wB97M-V/def2-TZVPD", "symbols": ["C", "C", "C", "C", "P", "S", "Cl", "Cl", "H", "H", "H", "H", "H", "H", "H"], "positions_angstrom": [[-0.30, -0.90, -0.06], [0.76, -0.15, 0.00], [2.11, -0.84, -0.08], [0.78, 1.33, 0.15], [-2.66, 0.02, -0.16], [-3.23, 1.21, -1.59], [-3.74, -1.67, -0.07], [-2.96, 0.83, 1.67], [-0.48, -1.94, -0.16], [2.54, -0.90, 0.92], [2.01, -1.84, -0.48], [2.78, -0.26, -0.71], [1.41, 1.60, 1.00], [-0.22, 1.71, 0.31], [1.20, 1.80, -0.74]], "de_lowest_kj_mol": 108.9, "total_charge": 0, "total_energy_ev": -49430.035, "homo_ev": -8.9}

=====

# 8
{"formula": "C50H62CoGeN4OS", "method": "wB97M-V/def2-TZVPD", "symbols": ["Co", "C", "C", "C", "C", "C", "C", "C", "N", "C", "C", "C", "C", "C", "C", "C", "C", "C", "C", "N", "C", "C", "C", "N", "C", "C", "C", "C", "C", "C", "C", "C", "C", "C", "C", "C", "C", "C", "N", "C", "C", "H", "H", "H", "H", "H", "H", "H", "H", "H", "H", "H", "H", "H", "H", "H", "H", "H", "H", "H", "H", "H", "H", "H", "H", "H", "H", "H", "H", "H", "H", "H", "H", "H", "H", "H", "H", "H", "H", "H", "H", "H", "H", "H", "H", "C", "C", "O", "S", "C", "C", "C", "C", "C", "C", "C", "C", "H", "H", "H", "H", "H", "H", "H", "C", "Ge", "C", "C", "C", "H", "H", "H", "H", "H", "H", "H", "H", "H", "H", "H"], "positions_angstrom": [[0.53, 0.58, -0.31], [2.89, 0.51, 5.37], [3.17, 1.73, 4.49], [3.01, 1.42, 3.03], [3.97, 1.13, 2.12], [5.46, 1.13, 2.31], [6.10, 2.46, 1.91], [3.28, 0.84, 0.88], [1.94, 0.97, 1.04], [1.75, 1.33, 2.33], [0.53, 1.66, 2.89], [-0.68, 1.67, 2.21], [-1.93, 2.07, 2.81], [-2.11, 2.60, 4.20], [-1.68, 4.06, 4.33], [-2.88, 1.91, 1.85], [-2.19, 1.39, 0.69], [-2.83, 0.96, -0.45], [-2.22, 0.32, -1.51], [-0.88, 0.12, -1.64], [-0.72, -0.60, -2.78], [0.49, -0.98, -3.32], [1.73, -0.68, -2.77], [1.93, -0.10, -1.56], [3.27, 0.02, -1.42], [3.91, 0.46, -0.29], [3.95, -0.49, -2.60], [2.99, -0.95, -3.43], [3.14, -1.63, -4.76], [3.05, -3.15, -4.65], [5.44, -0.54, -2.77], [6.07, -1.78, -2.13], [-2.00, -0.88, -3.40], [-2.93, -0.29, -2.62], [-4.42, -0.30, -2.78], [-5.08, -1.39, -1.93], [-2.20, -1.61, -4.69], [-2.05, -0.69, -5.90], [-0.86, 1.28, 0.93], [-4.35, 2.13, 1.96], [-5.09, 0.86, 2.39], [2.99, 0.75, 6.43], [1.89, 0.13, 5.19], [3.59, -0.30, 5.14], [2.50, 2.55, 4.77], [4.19, 2.09, 4.67], [5.69, 0.91, 3.36], [5.91, 0.32, 1.73], [5.68, 3.28, 2.49], [7.18, 2.45, 2.06], [5.90, 2.68, 0.86], [0.52, 1.96, 3.93], [-3.15, 2.49, 4.50], [-1.53, 1.99, 4.90], [-2.30, 4.69, 3.68], [-1.79, 4.42, 5.36], [-0.64, 4.19, 4.02], [-3.90, 1.08, -0.50], [0.48, -1.50, -4.26], [5.00, 0.46, -0.29], [2.38, -1.26, -5.45], [4.11, -1.35, -5.19], [2.09, -3.45, -4.21], [3.13, -3.62, -5.63], [3.84, -3.54, -4.01], [5.68, -0.52, -3.84], [5.89, 0.36, -2.35], [5.68, -2.69, -2.59], [7.16, -1.78, -2.25], [5.84, -1.82, -1.07], [-4.84, 0.67, -2.51], [-4.67, -0.46, -3.83], [-4.84, -1.26, -0.87], [-6.17, -1.37, -2.03], [-4.72, -2.38, -2.22], [-1.49, -2.43, -4.76], [-3.19, -2.07, -4.69], [-1.07, -0.23, -5.92], [-2.20, -1.24, -6.84], [-2.79, 0.12, -5.86], [-4.55, 2.93, 2.67], [-4.75, 2.48, 1.00], [-4.72, 0.51, 3.36], [-6.17, 1.03, 2.47], [-4.93, 0.06, 1.67], [-4.49, -4.94, 4.19], [-4.16, -6.41, 4.27], [-4.98, -7.27, 4.45], [-2.41, -6.87, 4.21], [-1.72, -5.52, 3.28], [-0.89, -4.59, 3.90], [-0.37, -3.53, 3.18], [-0.68, -3.36, 1.82], [-1.50, -4.32, 1.21], [-2.00, -5.39, 1.93], [-0.20, -2.23, 1.10], [0.21, -1.23, 0.52], [-5.57, -4.83, 4.24], [-4.11, -4.50, 3.28], [-4.01, -4.43, 5.03], [-0.67, -4.69, 4.96], [0.26, -2.80, 3.66], [-1.73, -4.20, 0.16], [-2.63, -6.13, 1.44], [0.94, 4.97, -2.85], [-0.14, 3.39, -2.34], [-0.50, 2.46, -4.03], [-1.85, 4.12, -1.70], [0.86, 2.43, -0.97], [0.40, 5.61, -3.56], [1.87, 4.65, -3.32], [1.19, 5.57, -1.97], [-0.77, 3.19, -4.80], [-1.31, 1.75, -3.92], [0.39, 1.92, -4.37], [-2.21, 4.89, -2.38], [-1.73, 4.56, -0.71], [-2.61, 3.34, -1.63], [0.81, 3.07, -0.08], [1.91, 2.46, -1.30]], "de_lowest_kj_mol": 12.8, "total_charge": -1, "total_energy_ev": -165845.332, "homo_ev": -4.0}